No. 1
Below is a 6-piece molecular cluster, C36H34BO13 overall at a distorted geometry, with properties calculated with wB97M-V/def2-TZVPD.

Largest force on an atom, eV/Å: 3.235
Energy above the lowest of the compared OMol25 structures with the same formula, charge and spin, kJ/mol: 62.9
Spin multiplicity: 1
Lowest unoccupied orbital energy, eV: -0.71
DFT total energy, eV: -65172.0935
Total charge: -1

Structure (XYZ):
```
84
Properties=species:S:1:pos:R:3:lowdin_charge:R:1
C -1.216 0.579 3.137 -0.121
C -1.975 0.401 1.767 -0.216
C -2.258 1.740 0.994 -0.270
O -2.770 2.805 1.775 -0.193
C -3.895 2.413 2.602 -0.118
B -5.215 1.823 1.829 -0.749
O -6.412 2.686 1.700 -0.075
C -7.530 1.808 1.870 -0.196
C -6.994 0.345 2.289 -0.196
O -5.665 0.714 2.736 -0.154
H -0.685 1.552 3.238 0.065
H -0.537 -0.308 3.267 0.059
H -1.976 0.485 3.962 0.065
H -2.930 -0.181 1.853 0.115
H -1.309 -0.214 1.090 0.071
H -2.866 1.511 0.075 0.106
H -1.258 2.098 0.601 0.107
H -3.634 1.699 3.427 0.086
H -4.226 3.363 3.123 0.113
H -4.988 1.236 0.785 0.105
H -8.103 1.706 0.909 0.107
H -8.127 2.127 2.765 0.108
H -6.780 -0.375 1.448 0.108
H -7.418 -0.101 3.226 0.098
C 2.681 3.042 3.020 0.033
C 3.591 3.590 3.827 0.022
C 4.501 2.752 4.638 -0.387
O 5.330 3.251 5.375 0.098
C 4.365 1.284 4.520 0.023
C 3.455 0.736 3.714 0.004
C 2.546 1.574 2.901 -0.401
O 1.721 1.076 2.162 0.095
H 2.005 3.638 2.420 0.129
H 3.705 4.662 3.926 0.121
H 5.039 0.687 5.121 0.123
H 3.340 -0.337 3.616 0.127
C -9.033 -2.924 2.685 0.030
C -8.889 -4.245 2.798 0.018
C -9.447 -5.167 1.786 -0.395
O -9.319 -6.373 1.889 0.086
C -10.169 -4.569 0.641 0.012
C -10.313 -3.249 0.527 0.022
C -9.755 -2.326 1.541 -0.381
O -9.884 -1.124 1.437 0.119
H -8.631 -2.233 3.414 0.116
H -8.363 -4.700 3.627 0.120
H -10.569 -5.260 -0.090 0.117
H -10.838 -2.793 -0.304 0.120
C 0.340 -0.471 -1.499 0.043
C 1.523 -0.640 -2.092 0.022
C 1.923 -1.952 -2.645 -0.387
O 3.004 -2.109 -3.183 0.087
C 0.960 -3.069 -2.519 0.013
C -0.223 -2.900 -1.929 0.025
C -0.623 -1.587 -1.374 -0.376
O -1.701 -1.428 -0.839 0.118
H 0.030 0.482 -1.087 0.122
H 2.239 0.166 -2.196 0.087
H 1.270 -4.021 -2.931 0.117
H -0.941 -3.705 -1.828 0.121
C 5.055 0.864 0.458 0.038
C 4.259 1.171 -0.566 0.030
C 4.808 1.399 -1.920 -0.377
O 4.083 1.680 -2.856 0.102
C 6.272 1.273 -2.094 0.031
C 7.067 0.966 -1.069 0.026
C 6.518 0.738 0.285 -0.381
O 7.242 0.455 1.221 0.102
H 4.669 0.692 1.454 0.096
H 3.186 1.265 -0.455 0.113
H 6.656 1.443 -3.093 0.104
H 8.140 0.871 -1.178 0.122
C 7.157 0.950 -6.794 0.025
C 6.902 0.011 -7.706 0.025
C 7.723 -1.217 -7.791 -0.387
O 7.494 -2.073 -8.624 0.106
C 8.834 -1.364 -6.826 0.022
C 9.089 -0.426 -5.914 0.021
C 8.268 0.802 -5.830 -0.387
O 8.499 1.659 -4.997 0.090
H 6.568 1.855 -6.716 0.125
H 6.093 0.101 -8.419 0.124
H 9.423 -2.270 -6.903 0.122
H 9.898 -0.516 -5.201 0.122
```

No. 2
Below is C37H34BrIN12O2Rb as an isolated structure, with properties calculated with wB97M-V/def2-TZVPD.

Largest force on an atom, eV/Å: 0.965
Energy above the lowest of the compared OMol25 structures with the same formula, charge and spin, kJ/mol: 90.7
Spin multiplicity: 1
Lowest unoccupied orbital energy, eV: 1.36
DFT total energy, eV: -139698.3260
Total charge: -1

Structure (XYZ):
```
88
Properties=species:S:1:pos:R:3:lowdin_charge:R:1
Rb -1.088 -0.504 -0.597 0.639
C -0.113 -0.888 -5.099 -0.034
C 1.277 -0.866 -4.535 -0.284
N 2.282 -0.573 -5.316 0.093
C 3.561 -0.663 -4.838 -0.121
C 3.842 -1.102 -3.574 -0.180
C 5.262 -1.247 -3.094 -0.220
O 6.181 -0.883 -4.122 -0.071
C 2.778 -1.382 -2.680 -0.096
C 3.003 -2.003 -1.383 -0.092
N 2.178 -1.964 -0.404 0.068
C 2.312 -2.864 0.649 -0.352
C 2.438 -4.238 0.417 -0.026
C 2.455 -5.146 1.464 -0.095
C 2.342 -4.708 2.775 -0.109
C 2.224 -3.347 3.030 -0.170
C 2.207 -2.443 1.981 -0.658
I 2.080 -0.408 2.380 0.955
C 1.437 -1.200 -3.122 -0.373
O 0.434 -1.329 -2.378 -0.272
H -0.133 -0.368 -6.057 0.064
H -0.849 -0.476 -4.407 0.068
H -0.429 -1.921 -5.265 0.092
H 4.353 -0.405 -5.524 0.093
H 5.440 -2.281 -2.777 0.116
H 5.414 -0.610 -2.215 0.124
H 7.060 -1.117 -3.817 0.079
H 3.920 -2.601 -1.269 0.123
H 2.471 -4.578 -0.611 0.115
H 2.538 -6.205 1.250 0.099
H 2.337 -5.414 3.596 0.095
H 2.145 -2.985 4.046 0.085
C 2.580 3.579 -0.280 -0.119
C 1.944 2.347 -0.252 -0.138
N 0.745 2.198 0.291 0.107
C 0.171 3.268 0.826 -0.194
C 0.830 4.495 0.815 -0.077
N 2.027 4.661 0.261 0.079
C -1.193 3.081 1.433 -0.184
C -1.930 4.145 1.934 0.040
C -3.174 3.903 2.501 -0.133
C -3.628 2.594 2.523 0.044
C -2.846 1.587 1.965 -0.180
N -1.647 1.833 1.443 0.164
C -3.328 0.171 1.887 -0.234
C -4.673 -0.136 1.820 -0.078
N -5.124 -1.390 1.700 0.091
C -4.200 -2.317 1.560 -0.203
C -2.838 -2.021 1.674 -0.204
N -2.399 -0.796 1.876 0.032
C -3.995 5.018 3.063 -0.153
C -3.428 6.227 3.448 -0.018
C -4.236 7.229 3.962 -0.146
N -5.554 7.119 4.117 0.053
C -6.094 5.959 3.744 -0.142
C -5.370 4.899 3.223 -0.014
H 3.555 3.691 -0.739 0.104
H 2.407 1.458 -0.674 0.106
H 0.390 5.374 1.269 0.103
H -1.551 5.153 1.855 0.097
H -4.568 2.336 2.990 0.108
H -5.424 0.645 1.859 0.111
H -4.522 -3.331 1.364 0.101
H -2.103 -2.818 1.642 0.115
H -2.363 6.400 3.381 0.106
H -3.793 8.170 4.269 0.103
H -7.168 5.866 3.861 0.104
H -5.897 4.004 2.923 0.109
Br -3.684 -2.044 -1.623 -0.450
C 1.376 4.108 -4.924 -0.071
C 0.092 3.913 -5.725 -0.411
C -0.922 5.010 -5.422 -0.080
C -0.488 2.517 -5.528 -0.112
N -0.991 2.281 -4.178 -0.099
C -0.325 1.913 -3.088 -0.174
N -1.156 1.869 -2.076 -0.056
N -2.367 2.221 -2.582 -0.004
N -2.276 2.478 -3.839 0.067
H 1.849 5.059 -5.176 0.078
H 2.098 3.310 -5.114 0.082
H 1.166 4.128 -3.851 0.071
H 0.342 3.960 -6.791 0.136
H -1.182 5.017 -4.361 0.075
H -1.848 4.874 -5.984 0.078
H -0.507 5.988 -5.674 0.075
H 0.275 1.760 -5.711 0.108
H -1.322 2.331 -6.202 0.132
H 0.723 1.654 -3.079 0.138
```

No. 3
Below is C28H42Cl3N4NiO3PSSi as an isolated structure at a distorted geometry, with properties calculated with wB97M-V/def2-TZVPD.

Largest force on an atom, eV/Å: 2.527
Energy above the lowest of the compared OMol25 structures with the same formula, charge and spin, kJ/mol: 0.0
Spin multiplicity: 3
Lowest unoccupied orbital energy (alpha / beta), eV: 0.52 / -0.06
DFT total energy, eV: -148437.6231
<S²>: 2.0096
Total charge: 0

Structure (XYZ):
```
84
Properties=species:S:1:pos:R:3:mulliken_spin:R:1
Ni -2.262 -1.500 0.078 1.516
N 2.017 -2.094 6.963 0.000
C 1.029 -1.560 6.193 0.000
C 1.086 -0.165 5.786 0.000
C 0.217 0.327 4.838 0.000
C -0.780 -0.548 4.420 0.004
C -1.034 -1.833 4.944 0.000
C -0.147 -2.311 5.899 0.000
S -1.997 0.013 3.223 0.004
O -1.350 1.087 2.486 -0.002
O -3.317 0.195 3.783 0.005
N -2.050 -1.349 2.222 0.040
C -3.221 -2.077 2.223 0.008
N -3.687 -2.285 0.947 0.069
C -4.868 -2.862 0.805 0.002
C -5.494 -3.447 1.905 0.002
C -4.884 -3.281 3.123 0.003
N -3.865 -2.462 3.352 0.000
H 2.855 -1.563 7.257 0.000
H 1.817 -2.961 7.393 0.000
H 1.863 0.464 6.206 0.000
H 0.263 1.355 4.434 0.000
H -1.981 -2.288 4.690 0.001
H -0.271 -3.355 6.280 0.000
H -5.314 -2.865 -0.166 0.003
H -6.451 -3.931 1.777 0.000
H -5.287 -3.718 4.029 0.000
Cl -2.981 -2.760 -2.833 0.022
Si -1.916 -3.413 -1.092 0.188
Cl -0.097 -4.151 -1.808 0.024
Cl -2.837 -5.142 -0.321 0.019
O -1.291 -0.360 -0.999 0.061
P -0.053 0.377 -1.459 0.024
C 1.090 0.274 -0.014 -0.002
C 1.252 -1.191 0.403 -0.018
C 2.611 -1.798 0.048 0.000
C 3.808 -0.982 0.650 0.000
C 3.444 0.520 0.855 0.000
C 2.401 1.066 -0.131 -0.002
C -0.503 2.159 -1.841 0.010
C 0.615 3.029 -2.537 0.000
C 0.119 4.486 -2.782 0.001
C -0.527 5.220 -1.599 0.000
C -0.656 4.278 -0.361 0.000
C -1.195 2.898 -0.681 0.001
C 0.614 -0.465 -2.960 -0.002
C 2.107 -0.304 -3.295 0.001
C 2.461 0.681 -4.440 0.000
C 1.533 0.644 -5.663 0.000
C 0.081 0.700 -5.248 0.000
C -0.279 -0.317 -4.147 -0.001
H 0.447 0.723 0.774 0.003
H 0.542 -1.895 -0.002 0.020
H 1.201 -1.236 1.515 -0.002
H 2.688 -1.858 -1.038 0.000
H 2.668 -2.809 0.465 0.000
H 4.668 -1.088 -0.002 0.000
H 4.027 -1.409 1.650 0.000
H 4.359 1.140 0.715 0.000
H 3.166 0.724 1.899 0.000
H 2.869 0.991 -1.108 0.000
H 2.206 2.125 0.027 0.000
H -1.303 1.990 -2.602 -0.001
H 0.921 2.574 -3.514 0.001
H 1.520 3.041 -1.846 0.000
H -0.604 4.380 -3.617 0.000
H 1.002 4.989 -3.190 0.000
H -1.482 5.672 -1.889 0.000
H 0.100 6.085 -1.306 0.000
H -1.330 4.719 0.379 0.000
H 0.301 4.202 0.157 0.000
H -2.299 3.004 -0.973 0.000
H -1.274 2.331 0.267 -0.002
H 0.488 -1.505 -2.539 0.001
H 2.501 -1.293 -3.578 0.000
H 2.707 -0.069 -2.423 0.000
H 3.473 0.435 -4.777 0.000
H 2.578 1.692 -4.065 0.000
H 1.697 -0.324 -6.218 0.000
H 1.797 1.456 -6.311 0.000
H -0.428 0.430 -6.183 0.000
H -0.183 1.746 -5.021 0.000
H -0.417 -1.273 -4.671 -0.001
H -1.290 -0.123 -3.810 -0.002
```